Entry from the Open Molecules 2025 dataset: a molecular structure, C41H44ClN2P2SY (ωB97M-V/def2-TZVPD).

Properties
- HOMO-LUMO gap: 7.293 eV
- LUMO level: -6.1 eV
- Net charge: +2
- E: -3277.24056 a.u.
- E_HOMO: -13.345 eV

The geometry in XYZ format:
```
92
C41H44ClN2P2SY (ωB97M-V/def2-TZVPD)
Y -0.029 -0.114 -1.738
Cl 0.010 0.061 -4.360
P -0.021 2.670 -1.083
P 0.002 -2.764 -0.859
C 0.062 3.550 0.481
C -1.492 3.310 -1.920
C 1.412 3.253 -2.067
C 1.596 -3.502 -1.309
C -0.536 -3.592 0.647
C -1.220 -3.155 -2.140
C 1.181 4.337 0.831
C 1.255 4.928 2.093
C 0.227 4.757 3.019
C -0.894 3.999 2.672
C -0.983 3.392 1.416
H 1.972 4.488 0.089
H 2.133 5.534 2.335
H 0.297 5.224 3.993
H -1.716 3.882 3.381
H -1.869 2.804 1.140
C 2.665 2.687 -1.779
C 3.775 3.071 -2.520
C 3.637 3.995 -3.569
C 2.378 4.555 -3.860
C 1.271 4.177 -3.107
H 2.766 1.943 -0.981
H 4.762 2.651 -2.285
H 4.503 4.291 -4.160
H 2.270 5.287 -4.668
H 0.288 4.593 -3.322
C -2.050 4.563 -1.579
C -3.270 4.975 -2.130
C -3.960 4.127 -2.998
C -3.393 2.899 -3.370
C -2.154 2.506 -2.869
H -1.509 5.192 -0.877
H -3.665 5.966 -1.863
H -4.927 4.432 -3.379
H -3.935 2.235 -4.049
H -1.691 1.572 -3.248
C -1.810 -4.188 0.776
C -2.226 -4.667 2.021
C -1.398 -4.551 3.143
C -0.131 -3.986 3.009
C 0.304 -3.507 1.775
H -2.455 -4.272 -0.107
H -3.210 -5.124 2.109
H -1.740 -4.910 4.107
H 0.548 -3.922 3.868
H 1.294 -3.048 1.671
C 2.528 -2.739 -2.047
C 3.754 -3.313 -2.365
C 4.062 -4.611 -1.947
C 3.136 -5.367 -1.207
C 1.895 -4.802 -0.890
H 2.295 -1.717 -2.387
H 4.480 -2.743 -2.956
H 5.027 -5.058 -2.186
H 3.360 -6.379 -0.870
H 1.156 -5.355 -0.311
C -1.008 -4.177 -3.083
C -1.916 -4.393 -4.113
C -3.052 -3.563 -4.222
C -3.295 -2.587 -3.242
C -2.382 -2.351 -2.212
H -0.110 -4.776 -2.992
H -1.755 -5.213 -4.829
H -3.726 -3.711 -5.058
H -4.222 -1.980 -3.307
H -2.573 -1.576 -1.441
H 2.883 -0.058 -3.900
H 2.202 -0.072 -4.248
C 1.828 0.941 5.785
C 1.074 1.463 4.579
N 1.200 0.514 3.430
C 0.194 0.054 2.651
S 0.534 -0.187 0.910
N -0.974 -0.287 3.225
C -1.084 -0.820 4.615
C -2.416 -1.557 4.797
H 1.400 -0.025 6.061
H 1.755 1.670 6.601
H 2.905 0.810 5.585
H 0.010 1.651 4.787
H 1.517 2.413 4.266
H 2.035 0.679 2.875
H -1.612 -0.716 2.537
H -0.237 -1.467 4.875
H -0.974 0.050 5.298
H -2.491 -2.466 4.173
H -2.486 -1.907 5.834
H -3.236 -0.881 4.552
```

Entry from the Open Molecules 2025 dataset: a molecular structure, C41H44F4NO3Sb2V (ωB97M-V/def2-TZVPD).

Properties
- Spin multiplicity: 2
- HOMO-LUMO gap (spin up / spin down): 6.564 / 6.085 eV
- LUMO level (spin up / spin down): -3.3 / -3.3 eV
- Net charge: +1
- E: -3692.96563 a.u.
- E_HOMO (spin up / spin down): -9.902 / -9.423 eV

The geometry in XYZ format:
```
96
C41H44F4NO3Sb2V (ωB97M-V/def2-TZVPD)
V -0.148 0.208 0.492
C 2.939 5.798 -3.055
C 1.753 5.137 -3.737
C 0.764 6.114 -4.346
C 0.135 6.980 -3.264
C -0.445 6.119 -2.164
C -1.455 6.576 -1.359
C -1.997 5.762 -0.360
F -2.983 6.262 0.388
C -1.563 4.496 -0.139
C -0.532 3.997 -0.952
C -0.062 2.652 -0.759
O -0.549 1.978 0.247
C 0.878 2.146 -1.649
C 1.405 3.011 -2.599
N 1.033 4.267 -2.747
C 0.021 4.800 -1.952
C 1.422 0.723 -1.727
O 2.337 0.478 -2.456
O 0.798 -0.201 -0.980
H 3.430 6.481 -3.750
H 3.667 5.051 -2.738
H 2.630 6.364 -2.174
H 2.113 4.466 -4.510
H -0.015 5.555 -4.870
H 1.283 6.724 -5.085
H -0.652 7.603 -3.685
H 0.878 7.659 -2.843
H -1.853 7.576 -1.496
H -2.003 3.881 0.630
H 2.176 2.639 -3.265
C 2.225 -1.466 5.242
C 1.665 -0.329 4.385
C 0.388 0.267 4.988
Sb 1.300 -0.972 2.390
C 1.129 -3.098 2.597
C 1.285 -3.745 1.220
C -0.206 -3.453 3.254
C 3.252 -0.837 1.499
C 3.669 0.634 1.402
C 4.301 -1.668 2.228
H 2.541 -1.073 6.214
H 3.087 -1.960 4.792
H 1.464 -2.230 5.432
H 2.414 0.456 4.270
H -0.414 -0.477 5.046
H 0.013 1.112 4.411
H 0.578 0.619 6.008
H 1.953 -3.405 3.241
H 0.483 -3.443 0.545
H 1.246 -4.838 1.304
H 2.232 -3.488 0.739
H -1.049 -3.127 2.637
H -0.330 -2.996 4.240
H -0.289 -4.538 3.384
H 3.100 -1.226 0.493
H 3.881 1.056 2.389
H 2.905 1.259 0.938
H 4.581 0.733 0.804
H 4.507 -1.265 3.223
H 5.245 -1.652 1.673
H 4.007 -2.713 2.340
F -6.815 -5.935 -1.316
C -5.865 -5.004 -1.145
C -6.030 -3.772 -1.741
C -5.044 -2.810 -1.560
C -3.918 -3.085 -0.786
C -3.775 -4.356 -0.220
C -4.757 -5.325 -0.387
Sb -2.346 -1.690 -0.500
C -2.897 -1.074 1.486
C -3.467 -1.929 2.431
C -3.703 -1.502 3.734
C -3.363 -0.212 4.087
F -3.590 0.199 5.345
C -2.808 0.673 3.191
C -2.583 0.228 1.889
C -3.182 0.030 -1.427
C -2.424 0.693 -2.397
C -2.875 1.869 -2.985
C -4.101 2.362 -2.591
F -4.542 3.504 -3.143
C -4.894 1.731 -1.652
C -4.423 0.561 -1.068
H -6.915 -3.578 -2.335
H -5.167 -1.842 -2.031
H -2.887 -4.613 0.352
H -4.670 -6.312 0.049
H -3.741 -2.944 2.161
H -4.152 -2.156 4.474
H -2.586 1.687 3.502
H -2.210 0.954 1.174
H -1.466 0.288 -2.708
H -2.301 2.394 -3.742
H -5.857 2.154 -1.389
H -5.029 0.070 -0.315
```

Entry from the Open Molecules 2025 dataset: a molecular structure, C41H44N11O6STa (ωB97M-V/def2-TZVPD).

Properties
- HOMO-LUMO gap: 6.907 eV
- LUMO level: -5.6 eV
- Net charge: +2
- E: -3097.18191 a.u.
- E_HOMO: -12.520 eV

The geometry in XYZ format:
```
104
C41H44N11O6STa (ωB97M-V/def2-TZVPD)
Ta 0.259 -0.359 -0.759
N -1.495 1.246 3.852
C -0.618 0.732 2.976
N -0.614 0.973 1.707
C -1.541 1.886 1.215
N -1.349 2.437 0.072
N -0.275 2.017 -0.604
C 0.470 2.842 -1.221
C 1.602 2.345 -1.972
C 2.503 3.222 -2.559
C 3.613 2.719 -3.217
C 3.807 1.346 -3.240
C 2.861 0.533 -2.639
N 1.776 1.014 -2.041
C -2.666 2.287 2.047
C -3.753 3.016 1.560
C -4.717 3.472 2.433
C -4.613 3.205 3.798
C -3.559 2.464 4.293
C -2.585 2.002 3.415
H -1.369 1.107 4.843
H 0.142 0.073 3.382
H 0.315 3.914 -1.144
H 2.338 4.288 -2.480
H 4.318 3.385 -3.694
H 4.672 0.905 -3.713
H 2.983 -0.541 -2.637
H -3.804 3.228 0.501
H -5.550 4.050 2.058
H -5.361 3.588 4.479
H -3.484 2.251 5.352
N -2.857 -5.650 -0.018
C -1.756 -4.660 -0.377
C -2.371 -3.288 -0.596
C -2.836 -2.555 0.684
N -2.394 -1.158 0.583
C -2.252 -3.178 1.959
C -0.797 -3.601 1.777
N 0.000 -2.418 1.423
C -0.669 -4.692 0.699
H -3.594 -5.635 -0.726
H -3.263 -5.397 0.884
H -2.490 -6.601 0.044
H -1.338 -5.003 -1.324
H -3.193 -3.356 -1.314
H -1.601 -2.674 -1.060
H -3.931 -2.598 0.758
H -2.709 -0.634 1.393
H -2.819 -0.736 -0.235
H -2.849 -4.031 2.296
H -2.309 -2.439 2.763
H -0.438 -4.030 2.719
H 0.983 -2.672 1.394
H -0.101 -1.717 2.153
H -0.648 -5.676 1.177
H 0.291 -4.568 0.201
S 0.961 -2.736 -1.574
C 2.696 -3.015 -1.857
C 3.497 -3.620 -0.893
C 4.825 -3.899 -1.183
C 5.362 -3.567 -2.417
C 4.559 -2.979 -3.385
C 3.224 -2.723 -3.113
H 3.085 -3.900 0.069
H 5.447 -4.386 -0.443
H 6.399 -3.787 -2.633
H 4.964 -2.734 -4.358
H 2.575 -2.329 -3.885
O 2.293 1.571 0.752
C 2.513 0.410 1.055
O 1.910 -0.599 0.497
C 3.473 0.034 2.150
C 3.613 -1.315 2.444
C 4.389 -1.723 3.513
C 5.075 -0.808 4.289
C 4.942 0.532 3.966
C 4.149 0.971 2.919
N 5.638 1.527 4.805
O 5.402 2.695 4.576
O 6.381 1.103 5.662
N 4.415 -3.156 3.840
O 5.176 -3.524 4.701
O 3.636 -3.873 3.229
H 3.113 -2.051 1.839
H 5.683 -1.116 5.128
H 4.060 2.028 2.712
C -3.743 0.777 -1.483
C -3.381 -0.034 -2.704
C -4.374 -0.272 -3.642
C -4.107 -0.949 -4.818
C -2.805 -1.330 -5.093
C -1.775 -1.086 -4.199
C -0.367 -1.394 -4.623
C -2.063 -0.502 -2.933
N -1.094 -0.388 -1.963
H -4.327 1.643 -1.794
H -2.855 1.131 -0.964
H -4.370 0.212 -0.787
H -5.373 0.101 -3.451
H -4.896 -1.127 -5.535
H -2.576 -1.801 -6.041
H -0.295 -1.314 -5.708
H -0.081 -2.404 -4.337
H 0.329 -0.693 -4.162
```

Entry from the Open Molecules 2025 dataset: a molecular structure, C41H45CrGeN4O3PSi (ωB97M-V/def2-TZVPD).

Properties
- Spin multiplicity: 2
- HOMO-LUMO gap (spin up / spin down): 6.765 / 6.201 eV
- LUMO level (spin up / spin down): 2.0 / 2.0 eV
- Net charge: -1
- E: -5786.48610 a.u.
- E_HOMO (spin up / spin down): -4.801 / -4.198 eV

The geometry in XYZ format:
```
97
C41H45CrGeN4O3PSi (ωB97M-V/def2-TZVPD)
Cr -0.785 0.741 -0.799
O 1.261 7.316 -1.242
C 2.072 6.366 -1.278
O 3.317 6.334 -1.382
C 1.412 4.971 -1.205
C 0.040 4.828 -1.166
C -0.514 3.563 -1.148
N 0.236 2.446 -1.124
C 1.554 2.576 -1.339
C 2.166 3.815 -1.343
C 2.262 1.347 -1.816
C 3.637 1.193 -1.709
C 4.238 0.087 -2.285
C 3.450 -0.824 -2.966
C 2.087 -0.585 -3.029
N 1.496 0.467 -2.465
C -1.929 3.280 -1.422
C -2.914 4.247 -1.529
C -4.147 3.889 -2.034
C -4.348 2.576 -2.439
C -3.339 1.657 -2.244
N -2.162 1.984 -1.702
H -0.561 5.729 -1.184
H 3.225 3.928 -1.537
H 4.221 1.922 -1.162
H 5.306 -0.063 -2.196
H 3.874 -1.704 -3.437
H 1.439 -1.273 -3.563
H -2.702 5.264 -1.227
H -4.935 4.625 -2.134
H -5.283 2.258 -2.881
H -3.451 0.617 -2.497
C -4.024 -1.363 1.047
Si -3.408 -1.592 -0.705
C -3.166 -3.447 -0.960
C -4.924 -1.211 -1.763
O -2.076 -0.749 -1.030
H -4.768 -2.133 1.297
H -4.496 -0.380 1.172
H -3.207 -1.427 1.775
H -3.621 -4.015 -0.138
H -2.108 -3.727 -1.015
H -3.645 -3.775 -1.891
H -5.751 -1.866 -1.453
H -4.730 -1.409 -2.827
H -5.266 -0.178 -1.658
N 0.490 -0.328 0.064
P 1.194 -1.643 0.366
C 3.020 -1.475 0.511
C 3.948 -2.505 0.331
C 5.309 -2.266 0.484
C 5.762 -0.997 0.834
C 4.849 0.033 1.010
C 3.490 -0.205 0.834
C 0.769 -2.474 1.943
C -0.415 -3.214 2.025
C -0.834 -3.740 3.241
C -0.079 -3.526 4.389
C 1.095 -2.791 4.318
C 1.516 -2.268 3.100
C 0.931 -2.974 -0.856
C 1.307 -4.299 -0.635
C 1.123 -5.257 -1.625
C 0.546 -4.899 -2.841
C 0.131 -3.594 -3.050
C 0.314 -2.638 -2.058
H 3.620 -3.499 0.054
H 6.018 -3.075 0.336
H 6.825 -0.814 0.957
H 5.193 1.028 1.271
H 2.769 0.595 0.918
H -1.017 -3.368 1.133
H -1.756 -4.306 3.293
H -0.412 -3.929 5.339
H 1.682 -2.619 5.212
H 2.438 -1.696 3.047
H 1.713 -4.597 0.327
H 1.419 -6.284 -1.445
H 0.400 -5.648 -3.611
H -0.360 -3.323 -3.979
H -0.057 -1.631 -2.179
C -2.497 2.299 3.825
Ge -1.072 2.288 2.458
C -0.603 4.174 2.244
C 0.422 1.436 3.379
C -1.766 1.290 0.948
H -2.125 2.782 4.736
H -2.797 1.274 4.071
H -3.384 2.844 3.481
H -0.475 4.596 3.245
H -1.395 4.735 1.734
H 0.327 4.318 1.690
H 0.699 2.034 4.253
H 1.291 1.335 2.732
H 0.124 0.436 3.711
H -2.722 1.767 0.685
H -1.999 0.316 1.384
```